# 1
Molecular formula: C42H39Cl5CrN2O2P2SiTe
Method: DFT, ωB97M-V/def2-TZVPD

The geometry in XYZ format:
```
95
Properties=species:S:1:pos:R:3:forces:R:3
Cr -1.238 -0.989 1.506 -0.1555 1.7121 1.1117
Te 3.248 1.421 -1.014 -0.1213 0.0380 -1.4300
C 3.233 1.692 -3.123 0.3015 0.0924 1.3219
C 3.478 2.963 -3.683 -0.0459 0.2693 -0.3200
C 3.505 3.120 -5.050 0.0028 0.1556 0.4381
N 3.325 2.115 -5.940 0.0364 -0.0804 -0.6168
C 3.089 0.906 -5.399 -0.0010 -0.0215 0.2656
C 3.031 0.642 -4.047 -0.0414 -0.3864 -0.3666
C 1.150 0.862 -0.836 -0.1838 -0.2767 1.8390
P 0.042 2.021 -0.075 0.2173 0.0390 -0.6468
C -0.539 3.087 -1.474 -0.3941 -0.1155 0.0709
C 0.034 3.037 -2.742 0.0834 0.0479 0.0692
C -0.512 3.748 -3.801 -0.1152 0.0349 -0.0941
C -1.670 4.493 -3.621 0.0518 0.0213 -0.0332
C -2.256 4.555 -2.364 -0.0653 0.0328 0.0202
C -1.694 3.858 -1.304 0.1680 0.0467 -0.0180
C 1.052 3.267 0.834 -0.0656 -0.0170 0.1330
C 1.649 2.811 2.013 -0.1840 0.1370 -0.0698
C 2.407 3.660 2.800 0.0639 -0.0549 0.0147
C 2.590 4.982 2.416 0.0251 0.0444 0.0565
C 1.997 5.448 1.253 0.0193 0.0751 -0.0007
C 1.229 4.599 0.466 -0.0589 -0.1028 0.0683
P 0.690 -0.774 -0.279 0.5847 0.9394 -1.6197
C 0.028 -1.522 -1.860 -0.2504 -0.5140 0.2581
C -0.071 -0.760 -3.017 0.0344 0.1459 0.0230
C -0.556 -1.311 -4.196 -0.1153 -0.1254 -0.0279
C -0.984 -2.632 -4.225 0.0537 0.1001 -0.0642
C -0.893 -3.408 -3.077 -0.0435 -0.1178 0.0430
C -0.389 -2.858 -1.908 0.1631 0.1284 -0.1221
C 2.280 -1.712 -0.234 -0.0283 -0.4030 0.4333
C 2.707 -2.607 -1.213 -0.0989 0.1011 0.1025
C 3.914 -3.282 -1.086 0.1000 -0.0089 0.0040
C 4.726 -3.067 0.016 -0.0664 0.0116 -0.0189
C 4.326 -2.157 0.984 0.1301 0.0234 0.0548
C 3.121 -1.491 0.860 -0.1335 0.0978 -0.1390
H 3.628 3.816 -3.031 0.0079 0.0514 -0.0482
H 3.683 4.102 -5.486 -0.0027 0.0317 0.0789
H 2.945 0.103 -6.120 -0.0518 -0.0848 0.0828
H 2.829 -0.365 -3.700 0.0022 -0.0191 -0.0300
H 0.923 2.440 -2.894 0.0763 -0.0245 -0.0101
H -0.031 3.713 -4.771 0.0182 -0.0502 0.0118
H -2.117 5.017 -4.459 0.0166 0.0409 0.0152
H -3.156 5.141 -2.211 -0.0005 -0.0095 -0.0020
H -2.152 3.920 -0.321 -0.0399 -0.0357 0.0386
H 1.487 1.783 2.313 0.0206 -0.0907 0.0814
H 2.848 3.289 3.717 0.0108 -0.0022 0.0082
H 3.190 5.645 3.030 -0.0073 0.0173 -0.0170
H 2.135 6.481 0.952 0.0094 -0.0154 -0.0092
H 0.771 4.975 -0.440 0.0462 -0.0106 -0.0148
H 0.256 0.273 -2.980 0.0244 -0.0402 0.0187
H -0.597 -0.708 -5.095 0.0024 0.0356 0.0282
H -1.382 -3.055 -5.140 0.0192 -0.0179 0.0036
H -1.221 -4.442 -3.091 0.0133 0.0047 0.0109
H -0.305 -3.469 -1.017 -0.0396 -0.0105 -0.0605
H 2.109 -2.780 -2.094 -0.0464 -0.0070 -0.0426
H 4.220 -3.980 -1.857 -0.0114 0.0258 -0.0138
H 5.661 -3.605 0.117 0.0186 0.0330 0.0049
H 4.960 -1.972 1.844 -0.0322 0.0256 0.0097
H 2.806 -0.786 1.622 0.0406 0.0002 0.0350
N -2.865 0.975 1.295 0.2447 -0.2311 -0.0605
C -2.670 2.012 2.318 0.0060 0.0431 0.0827
C -2.450 1.412 3.699 0.2537 -0.0685 -0.0940
C -1.032 0.858 3.921 -0.4110 0.3344 0.3178
O -0.401 1.246 4.896 0.0228 -0.1364 -0.1459
O -0.580 0.013 3.057 0.2604 -0.5933 -0.5983
H -2.800 1.390 0.371 0.1730 -0.0149 -0.0625
H -3.793 0.574 1.392 0.0273 0.0342 -0.0019
H -3.535 2.686 2.357 0.0807 0.0284 -0.0260
H -1.793 2.599 2.046 -0.0108 0.0194 -0.1644
H -3.163 0.606 3.859 -0.0699 0.0242 0.0265
H -2.621 2.171 4.462 0.0267 -0.0095 0.0079
Cl -3.466 -1.595 4.920 0.0551 0.0672 0.0080
C -3.966 -1.971 3.297 -0.3817 -0.1309 0.1325
C -3.135 -1.709 2.216 -0.1438 -0.5056 -0.1075
C -3.673 -2.091 0.990 -0.1993 -0.1032 0.6730
Cl -2.567 -1.801 -0.317 -0.4101 -0.3055 -0.8395
C -4.905 -2.692 0.783 0.2815 0.2191 -0.2888
Cl -5.411 -3.115 -0.812 -0.0428 -0.0328 0.0501
C -5.706 -2.915 1.893 -0.1490 -0.0787 0.1510
Cl -7.263 -3.638 1.704 0.0007 -0.0071 -0.0378
C -5.239 -2.558 3.155 0.3801 0.1949 -0.0766
Cl -6.237 -2.843 4.534 -0.0705 -0.0298 0.0214
C -0.451 -4.620 1.376 -0.0643 0.3652 -0.0414
Si -0.352 -3.042 2.480 0.6545 -1.4666 0.6004
C 1.467 -3.026 3.088 -0.2403 0.3129 -0.2121
C -1.145 -3.715 4.097 -0.2300 0.3342 -0.2453
H -0.207 -5.500 1.977 0.0095 0.0176 0.0653
H 0.256 -4.582 0.544 0.0025 -0.0217 0.0360
H -1.457 -4.761 0.968 0.0121 -0.0305 -0.0444
H 1.618 -3.812 3.832 -0.1282 -0.0566 -0.0073
H 1.692 -2.067 3.563 0.0466 -0.0095 -0.0076
H 2.177 -3.180 2.279 -0.0168 -0.0280 0.0296
H -0.616 -4.619 4.407 0.0931 -0.0063 -0.1379
H -2.202 -3.966 3.983 -0.0042 -0.0134 0.0581
H -1.053 -2.981 4.899 -0.0205 -0.0327 0.0199
```
Forces are in eV/Å.

Computed properties:
- HOMO (alpha / beta): 1.6 / -1.9 eV
- Charge: -2
- Spin multiplicity: 5
- Kohn-Sham gap (alpha / beta): 1.72 / 5.20 eV

# 2
Molecular formula: C26H37INO4Si4Tl
Method: DFT, ωB97M-V/def2-TZVPD

The geometry in XYZ format:
```
74
Properties=species:S:1:pos:R:3:forces:R:3
Tl -0.129 0.003 0.160 0.1133 0.1044 -0.0028
O 3.167 0.611 -3.438 0.0241 -0.0251 0.0285
C 2.410 0.473 -2.343 0.0062 0.0510 0.0109
O 1.211 0.364 -2.386 0.0098 -0.0431 -0.0012
C 3.203 0.489 -1.075 -0.0180 -0.0531 -0.0266
C 4.573 0.659 -1.046 0.0024 -0.0046 0.0112
C 5.193 0.710 0.199 0.0055 0.0086 -0.0089
C 4.424 0.615 1.341 -0.0171 -0.0019 0.0101
C 3.046 0.443 1.215 0.0023 0.0030 -0.0041
N 2.465 0.360 0.028 -0.0292 -0.0478 0.0133
C 2.151 0.370 2.465 0.0330 0.0158 -0.0230
O 2.712 0.536 3.539 -0.0067 -0.0351 -0.0190
O 0.922 0.129 2.244 -0.0844 0.0270 0.0433
H 2.569 0.596 -4.199 -0.0200 0.0013 -0.0404
H 5.132 0.753 -1.966 -0.0022 -0.0025 -0.0001
H 6.265 0.840 0.266 -0.0002 -0.0009 0.0019
H 4.837 0.672 2.338 0.0044 0.0032 -0.0024
I -3.462 0.351 0.042 -0.0019 -0.1102 0.0270
C -3.069 2.394 -0.112 0.0326 0.0416 -0.0113
C -4.188 3.172 -0.211 -0.0095 -0.0217 -0.0047
C -4.085 4.571 -0.305 0.0243 0.0031 0.0000
C -2.851 5.141 -0.287 -0.0074 -0.0047 0.0013
C -1.680 4.352 -0.179 0.0083 0.0486 -0.0113
C -0.432 5.019 -0.150 0.0016 -0.0463 0.0039
C 0.717 4.307 -0.035 -0.0362 0.0191 -0.0080
C 0.654 2.902 0.042 0.0763 -0.0293 0.0220
C -0.517 2.187 0.009 0.0084 -0.0213 0.0079
C -1.744 2.926 -0.094 -0.0159 -0.0378 -0.0144
H -5.165 2.709 -0.213 -0.0016 0.0058 -0.0028
H -4.981 5.173 -0.383 -0.0018 -0.0016 -0.0019
H -2.736 6.216 -0.350 -0.0041 0.0012 0.0013
H -0.423 6.100 -0.212 0.0021 0.0024 -0.0011
H 1.680 4.802 0.000 -0.0007 0.0051 0.0032
H 1.596 2.386 0.138 -0.0441 0.0199 0.0084
C -3.088 -2.849 -2.007 -0.0192 -0.0212 0.0213
Si -1.254 -3.243 -1.952 0.0201 0.0133 0.0104
C -0.432 -2.416 -3.424 -0.0236 -0.0198 0.0013
C -1.083 -5.106 -2.158 0.0398 -0.0056 0.0358
Si -0.206 -2.555 0.051 -0.0398 0.0401 -0.0491
Si -1.277 -3.297 2.022 -0.0038 -0.0242 -0.0764
C -1.611 -5.141 1.842 0.0259 -0.0055 -0.0011
C -2.931 -2.463 2.320 0.0166 0.0263 0.0261
C -0.157 -2.998 3.490 0.0154 -0.0223 -0.0009
Si 1.982 -3.455 0.072 -0.1003 -0.0385 0.0321
C 2.963 -2.923 1.583 0.0393 -0.0087 -0.0110
C 1.897 -5.334 0.164 -0.0007 0.0004 -0.0050
C 2.880 -3.052 -1.538 0.0199 0.0106 0.0153
H -3.531 -3.340 -2.878 0.0012 -0.0056 0.0063
H -3.267 -1.779 -2.104 -0.0117 0.0231 0.0120
H -3.615 -3.209 -1.120 0.0008 0.0093 0.0013
H -0.924 -2.742 -4.344 0.0105 0.0094 -0.0071
H 0.625 -2.682 -3.493 0.0051 0.0015 0.0025
H -0.500 -1.329 -3.365 0.0006 0.0087 0.0030
H -1.633 -5.431 -3.045 -0.0163 0.0322 -0.0024
H -1.480 -5.652 -1.300 0.0063 -0.0111 0.0151
H -0.043 -5.402 -2.290 0.0249 -0.0051 -0.0128
H -2.288 -5.349 1.011 -0.0132 0.0107 -0.0130
H -2.080 -5.522 2.754 0.0001 0.0172 0.0080
H -0.694 -5.708 1.679 -0.0181 -0.0127 -0.0185
H -3.589 -2.529 1.451 -0.0084 -0.0074 -0.0029
H -2.810 -1.412 2.582 -0.0073 0.0073 -0.0068
H -3.433 -2.959 3.155 0.0037 -0.0050 -0.0016
H 0.717 -3.651 3.455 0.0052 -0.0017 0.0057
H -0.698 -3.216 4.415 0.0124 0.0055 0.0085
H 0.196 -1.966 3.528 -0.0240 0.0145 -0.0063
H 2.852 -3.677 2.365 0.0070 -0.0061 -0.0083
H 2.641 -1.978 2.011 -0.0059 0.0071 0.0166
H 4.028 -2.852 1.345 0.0023 0.0166 0.0055
H 1.425 -5.677 1.086 0.0075 0.0139 0.0119
H 2.918 -5.730 0.155 0.0058 0.0159 0.0007
H 1.364 -5.777 -0.676 -0.0261 -0.0193 0.0010
H 2.547 -2.116 -1.983 0.0053 0.0637 -0.0079
H 2.694 -3.842 -2.269 -0.0105 0.0023 -0.0093
H 3.959 -2.993 -1.378 -0.0006 -0.0036 -0.0104
```
Forces are in eV/Å.

Computed properties:
- HOMO: -8.2 eV
- Kohn-Sham gap: 7.84 eV